{"formula": "C6H11NO", "method": "ωB97M-V/def2-TZVPD", "symbols": ["H", "C", "H", "H", "N", "H", "H", "C", "C", "H", "C", "C", "H", "H", "H", "H", "C", "O", "H"], "xyz": [[1.68, -0.10, -0.18], [-0.17, 1.11, 0.20], [0.11, 1.73, 1.04], [1.31, 0.23, 1.96], [-0.44, -0.89, 1.65], [-1.12, -1.43, 2.17], [0.57, -0.23, -4.05], [0.95, 0.23, -3.13], [1.03, 0.64, -0.66], [-0.78, 1.67, -0.50], [0.80, -0.65, 2.36], [0.54, -0.05, -1.91], [-0.15, -0.88, -1.74], [1.68, 0.98, -3.43], [1.66, 1.48, -0.93], [0.70, -0.46, 3.43], [-1.00, -0.04, 0.73], [-2.14, -0.23, 0.34], [1.54, -1.42, 2.16]], "smiles": "C=CCCC(=O)NC", "multiplicity": 1}

---

{"formula": "C2H5N3S", "method": "ωB97M-V/def2-TZVPD", "symbols": ["C", "S", "H", "N", "N", "H", "N", "H", "H", "H", "C"], "xyz": [[-0.05, -0.83, 0.01], [-1.11, 0.79, -1.88], [0.07, -1.89, 0.41], [0.46, 0.16, 0.68], [1.16, -0.16, 1.78], [-0.94, 2.75, -1.37], [-0.72, 1.86, -0.89], [1.23, -1.17, 1.86], [-1.02, -1.48, -1.74], [1.72, 0.63, 2.29], [-0.81, -0.68, -1.15]], "multiplicity": 1}

---

{"formula": "C27H76O31P4S5", "method": "ωB97M-V/def2-TZVPD", "symbols": ["H", "O", "H", "H", "H", "H", "H", "H", "O", "H", "H", "H", "H", "H", "S", "C", "O", "H", "H", "C", "H", "H", "H", "O", "O", "H", "H", "O", "H", "S", "O", "H", "H", "H", "H", "H", "P", "H", "C", "C", "O", "C", "H", "O", "H", "C", "O", "H", "O", "C", "H", "O", "O", "P", "C", "O", "S", "H", "O", "P", "O", "H", "O", "H", "C", "H", "C", "H", "H", "H", "O", "H", "O", "C", "H", "C", "H", "C", "H", "H", "H", "H", "S", "H", "H", "H", "H", "H", "H", "O", "O", "H", "H", "H", "H", "H", "H", "H", "H", "O", "H", "C", "O", "C", "H", "H", "H", "H", "C", "H", "O", "C", "O", "H", "C", "H", "C", "H", "C", "C", "C", "H", "C", "O", "C", "P", "C", "O", "C", "H", "H", "H", "C", "H", "H", "S", "H", "H", "O", "O", "O", "H", "O"], "xyz": [[-9.97, -1.92, -1.56], [-5.28, 5.98, -6.27], [-3.75, -12.05, -1.06], [0.50, 0.81, 0.70], [1.50, 1.27, -3.35], [5.19, -9.81, -11.42], [4.75, -4.78, 3.74], [8.92, -0.90, 9.44], [6.39, -7.47, -9.09], [-8.01, -10.71, -0.74], [-3.58, -10.36, -1.47], [10.30, 0.07, 6.92], [0.73, 11.88, 1.39], [-12.45, 1.15, -0.69], [-12.39, -1.32, -0.84], [-9.88, -1.86, -0.47], [0.79, 8.62, -1.43], [-7.48, 7.16, -6.87], [2.12, 0.83, 1.28], [-3.63, 6.38, 12.30], [-1.76, 8.00, -0.74], [-12.72, 0.49, -2.26], [9.32, 0.28, 10.85], [-4.51, 6.70, -8.54], [-0.40, 7.74, 0.80], [-9.73, -2.88, -0.10], [-3.26, 7.69, 6.81], [5.57, -7.31, 3.66], [1.59, 2.01, 0.11], [-2.32, 6.47, 8.70], [0.25, -1.59, -0.46], [-3.96, 8.11, 8.44], [-7.86, -1.48, -0.31], [0.61, -3.33, -1.48], [-7.44, 6.61, -8.56], [-0.32, -3.33, 0.14], [7.76, 0.63, 7.68], [1.14, 8.87, 2.73], [6.88, -4.15, 0.28], [0.78, 11.43, 0.40], [6.82, -8.49, -11.40], [-12.08, 0.39, -1.38], [-3.46, 10.43, -5.83], [6.33, -5.97, 1.67], [-7.17, 8.42, -8.13], [5.59, -8.94, -11.94], [2.02, 8.68, 0.84], [-8.74, -9.66, -1.90], [-13.53, -1.41, 0.09], [-8.76, -0.94, -0.03], [0.29, 12.05, -0.35], [8.42, -0.74, 7.13], [-5.96, -8.67, -1.25], [1.12, -0.71, -1.57], [-7.07, 7.37, -7.86], [-11.05, -1.42, 0.07], [-6.22, -9.89, -1.98], [-4.56, 6.71, 7.53], [-5.53, -11.06, -1.07], [0.61, 8.77, 0.02], [6.66, -10.09, -9.30], [5.69, -9.06, -13.02], [0.10, 10.21, 0.51], [0.02, 1.12, -4.10], [0.44, 1.28, -3.11], [5.16, -5.46, -0.07], [9.83, -0.91, 6.84], [9.19, -8.03, -7.71], [-4.07, 7.08, 13.02], [-4.27, -9.85, 0.91], [0.03, 0.34, -2.18], [-1.64, 6.33, -0.37], [-1.37, 7.44, 9.25], [2.11, 8.67, 2.28], [-4.68, -11.41, 1.25], [-8.02, -10.47, -1.81], [7.02, -3.86, -0.76], [-4.67, 9.53, -7.47], [-11.01, 0.50, -1.54], [-2.98, -11.16, 0.93], [7.62, -0.06, 10.46], [8.54, 3.77, 6.26], [-5.33, 6.98, -7.42], [10.24, -9.03, -8.72], [4.11, -4.44, 2.10], [-5.58, 9.90, -7.96], [-8.80, 0.03, -0.52], [-3.24, 7.83, 10.91], [6.41, -3.40, 0.91], [-5.78, -9.99, -3.39], [6.25, 0.75, 7.78], [0.09, 2.30, -2.95], [-4.20, 5.48, 12.55], [-4.76, 11.48, -6.38], [6.88, -6.54, -7.40], [-3.31, 11.23, -7.35], [2.29, 7.70, 2.73], [10.18, -7.43, -9.08], [3.26, -5.63, 3.24], [2.03, 0.15, -0.63], [6.75, -6.26, -0.21], [8.73, 3.10, 7.10], [-3.17, 5.89, 10.00], [-3.98, -10.86, 0.62], [-8.11, -11.42, -2.33], [6.52, -8.33, -7.18], [4.88, -8.11, -12.00], [10.34, -1.50, 7.60], [-4.04, 10.73, -6.71], [7.90, -4.31, 0.63], [1.94, -1.52, -2.53], [-0.09, -2.85, -0.80], [8.54, 1.01, 9.09], [10.07, -1.36, 5.88], [-1.54, 7.31, 0.08], [-4.82, 7.05, 10.45], [9.52, -8.22, -8.73], [-1.03, -2.78, -1.34], [1.53, 0.95, 0.38], [-3.68, 7.32, 7.74], [8.64, -0.04, 10.06], [9.79, 3.06, 7.36], [4.19, -5.18, 2.90], [-4.90, 8.40, -6.66], [6.18, -5.51, 0.32], [7.09, -8.76, -9.83], [-4.12, -11.05, -0.83], [4.32, -7.38, 1.32], [-3.81, 6.90, 10.84], [-4.01, 9.23, -8.28], [-8.73, -0.65, 1.02], [-2.34, 7.50, 0.80], [6.26, -7.39, -7.67], [1.82, 11.33, 0.08], [8.07, 3.51, 7.87], [5.07, -6.70, 2.40], [5.22, -7.12, -7.48], [-2.62, 6.07, 12.56], [-1.78, 5.33, 7.92], [8.72, -8.59, -9.83], [-12.36, -2.22, -2.01], [2.70, 9.50, 2.68], [8.44, 1.77, 6.71]], "smiles": "CCOS(C)(=O)=O.CCOS(C)(=O)=O.CCOS(C)(=O)=O.CCOS(C)(=O)=O.CCOS(C)(=O)=O.COP(=O)(OC)OC.COP(=O)(OC)OC.COP(=O)(OC)OC.COP(=O)(OC)OC", "multiplicity": 1}

---

{"formula": "C5H13NO3", "method": "ωB97M-V/def2-TZVPD", "symbols": ["O", "H", "C", "H", "O", "H", "C", "H", "H", "C", "H", "H", "C", "H", "O", "N", "H", "H", "H", "C", "H", "H"], "xyz": [[1.70, -1.83, -0.78], [-2.73, -2.30, -0.45], [-0.51, 0.41, -0.26], [1.76, -0.64, -3.05], [-2.21, -2.33, -1.26], [0.33, 1.31, 2.22], [0.99, 0.32, 0.00], [-0.29, -0.17, 2.70], [-2.08, 1.93, -0.36], [-1.07, 1.72, -0.69], [-1.34, -2.10, -0.91], [-1.12, 1.91, -1.76], [1.55, -0.68, -1.08], [1.59, 1.23, 0.01], [1.44, -0.17, -2.29], [1.34, -0.31, 1.29], [1.29, -1.32, 1.25], [1.26, 0.45, 3.35], [-0.57, 2.57, -0.20], [0.68, 0.28, 2.44], [-0.99, -0.38, -0.85], [-1.00, 0.11, 0.68]], "smiles": "CC[C@@H](NC)C(=O)O.O", "multiplicity": 1}

---

{"formula": "CH6Na8O6", "method": "ωB97M-V/def2-TZVPD", "symbols": ["Na", "O", "O", "H", "Na", "O", "O", "Na", "Na", "H", "H", "H", "Na", "H", "C", "Na", "O", "Na", "Na", "H", "O"], "xyz": [[-1.94, 0.32, -2.65], [0.16, 0.31, -1.24], [0.69, -0.83, 0.59], [0.24, 2.33, -1.80], [1.32, -1.62, -3.15], [3.17, -0.43, 1.81], [-1.46, -0.95, -0.28], [-2.38, -2.57, -1.79], [2.79, 0.61, -0.50], [-2.24, 2.09, 1.96], [3.09, -1.12, 2.48], [2.31, -0.35, 1.39], [-4.43, -0.58, 0.24], [-1.51, 0.86, 1.36], [-0.19, -0.50, -0.33], [2.13, -3.15, 0.23], [0.21, 3.16, -2.28], [0.01, 0.03, 2.90], [-1.64, -2.98, 1.35], [1.02, 3.64, -2.06], [-1.36, 1.72, 1.77]], "charge": 6, "multiplicity": 1}

---

{"formula": "C5H9NO", "method": "ωB97M-V/def2-TZVPD", "symbols": ["H", "N", "C", "C", "H", "H", "H", "H", "H", "H", "H", "C", "H", "C", "O", "C"], "xyz": [[-1.04, -0.97, 0.51], [-1.79, -1.31, -2.16], [-0.64, -1.16, -2.10], [0.35, 0.32, -0.44], [1.69, 1.24, 0.69], [0.79, 0.22, -2.52], [0.59, -1.09, 1.17], [1.41, -1.13, -1.62], [-0.95, 0.03, 2.77], [0.32, 1.15, 2.26], [-0.94, 0.78, -0.90], [0.57, -0.47, -1.71], [-1.30, 1.29, 1.57], [-0.16, -0.39, 0.80], [1.63, 0.92, -0.22], [-0.54, 0.57, 1.91]], "multiplicity": 1}

---

Quick rundown of E, same order as above: -365.19335 -641.52529 -6763.18232 -478.75499 -1788.88526 -325.83394 hartree
Quick rundown of ΔE to the lowest compared entry with this formula, charge and spin, same order as above: 23.9 99.6 0.0 37.9 198.5 65.0 kcal/mol
Quick rundown of frontier orbital gap, same order as above: 10.41 7.42 10.57 9.44 4.65 10.92 eV